2 unconnected molecules or ions with the total composition CH7N2S. Source: the OMol25 dataset; level of theory: wB97M-V/def2-TZVPD.

Element x y z (Å)
S  2.25735  0.66035  -0.56243
H  2.38723  0.73032  0.77319
N  -1.07019  -0.97672  1.30049
C  -2.03536  -0.76755  0.19722
N  -1.75289  0.43376  -0.53896
H  -1.05784  -1.96034  1.56128
H  -0.14893  -0.75054  0.93105
H  -2.06357  -1.58997  -0.52385
H  -3.02873  -0.71540  0.65841
H  -1.46443  1.20099  0.05231
H  -0.95269  0.23860  -1.12973

## Properties
* frontier orbital gap: 6.749 eV
* relative energy (zero: lowest compared OMol25 entry of this formula, charge and spin): 4.6 kcal per mole
* charge: -1
* E_LUMO: 0.1479 Ha

Charges obtained by Löwdin population analysis, quoted in units of e:
1. S -0.3708
2. H -0.4968
3. N -0.0207
4. C -0.4092
5. N -0.0174
6. H 0.0430
7. H 0.0133
8. H 0.0928
9. H 0.0838
10. H 0.0558
11. H 0.0263



A gas-phase ion, C7H14NSSi (charge +1) in a non-equilibrium geometry. Source: the OMol25 dataset; level of theory: wB97M-V/def2-TZVPD.

Element x y z (Å)
C  1.10407  -1.18937  -1.52038
C  2.13993  -1.64081  -2.27563
C  2.80951  -0.19070  -0.43872
C  -2.85407  -0.13237  0.95086
C  0.73371  0.91023  1.98187
C  -0.70030  1.61208  -0.72975
C  -1.65251  -0.86879  0.58980
N  1.47052  -0.43564  -0.48961
Si  -0.05369  0.30237  0.46742
S  3.64812  -1.02823  -1.68136
H  0.10622  -1.58926  -1.46128
H  2.11080  -2.22930  -3.22990
H  3.31902  0.40764  0.34025
H  -2.94286  0.68920  0.11156
H  -3.70821  -0.83778  1.00906
H  -2.88980  0.49884  1.76622
H  -0.04006  0.99045  2.68782
H  1.61888  0.28606  2.20644
H  1.21880  1.83876  1.76618
H  -1.40630  2.31014  -0.19336
H  0.20873  2.25048  -1.17514
H  -1.16152  1.11795  -1.63849
H  -1.40193  -1.66250  1.29947
H  -1.67707  -1.40945  -0.34333

## Properties
* frontier orbital gap: 9.531 eV
* relative energy (zero: lowest compared OMol25 entry of this formula, charge and spin): 0.0 kcal per mole
* charge: +1
* E_LUMO: -0.1535 Ha

Charges obtained by Löwdin population analysis, quoted in units of e:
1. C -0.2274
2. C -0.3110
3. C -0.3397
4. C -0.1670
5. C -0.1501
6. C -0.1955
7. C -0.3238
8. N -0.1409
9. Si 0.6751
10. S 1.1307
11. H 0.1161
12. H 0.1134
13. H 0.1150
14. H 0.1014
15. H 0.1029
16. H 0.0460
17. H 0.0311
18. H 0.0536
19. H 0.0415
20. H 0.0549
21. H 0.0831
22. H 0.0563
23. H 0.0779
24. H 0.0564



C7H12 in the gas phase in a non-equilibrium geometry. Source: the OMol25 dataset; level of theory: wB97M-V/def2-TZVPD.

Element x y z (Å)
C  -2.53511  0.31462  0.08746
C  -1.31321  -0.49257  -0.20157
C  -0.26922  -0.03553  -1.13317
C  0.88952  0.04379  -0.10739
C  2.20794  -0.67366  -0.32332
C  2.15944  0.77485  -0.01895
C  0.35880  0.05794  1.28769
H  -3.29398  0.14740  -0.69539
H  -2.31317  1.38770  0.09045
H  -2.99334  0.04879  1.04521
H  -1.35466  -1.55679  0.01762
H  -0.03215  -0.75595  -1.92604
H  -0.50398  0.93701  -1.57997
H  2.36418  -0.99967  -1.35708
H  2.60500  -1.37455  0.41384
H  2.63049  1.60412  -0.53872
H  1.48366  0.56970  1.56835
H  -0.31289  0.88033  1.53450
H  0.22267  -0.87755  1.83648

## Properties
* frontier orbital gap (alpha / beta): 7.456 / 8.997 eV
* relative energy (zero: lowest compared OMol25 entry of this formula, charge and spin): 145.7 kcal per mole
* charge: 0
* E_LUMO (alpha / beta): 0.0107 / 0.0380 Ha

Charges obtained by Löwdin population analysis, quoted in units of e:
1. C -0.1173
2. C -0.2029
3. C -0.1378
4. C -0.5281
5. C -0.1049
6. C -0.0262
7. C -0.0717
8. H 0.0788
9. H 0.0756
10. H 0.0738
11. H 0.1111
12. H 0.1121
13. H 0.1170
14. H 0.1040
15. H 0.1010
16. H 0.0903
17. H 0.1421
18. H 0.0894
19. H 0.0938



10 unconnected molecules or ions with the total composition H20O10 in a non-equilibrium geometry. Source: the OMol25 dataset; level of theory: wB97M-V/def2-TZVPD.

Element x y z (Å)
O  -1.03524  -0.35728  -0.08656
H  -1.20682  -1.16175  -0.58895
H  -0.08128  -0.36561  0.05087
O  1.13862  2.64623  0.40781
H  1.02734  3.58803  0.57992
H  1.44498  2.28874  1.24884
O  0.51584  -0.47128  -3.52505
H  0.41468  -0.99478  -4.32798
H  1.00088  -1.05080  -2.92682
O  -3.01319  1.80209  2.30981
H  -3.16642  2.75245  2.35815
H  -2.61151  1.58583  3.15885
O  2.37787  -0.45002  0.05929
H  1.55279  -0.94809  0.04658
H  3.00973  -1.05331  0.46646
O  2.79440  -2.22731  1.91273
H  3.64296  -2.67425  1.81696
H  2.14503  -2.91373  1.72260
O  -3.15931  -0.15755  -1.11743
H  -2.22514  0.01956  -1.27537
H  -3.17350  -0.59161  -0.25698
O  4.22652  -0.73302  -2.36708
H  3.64683  -1.15676  -1.72412
H  4.02478  -1.18144  -3.19606
O  -2.13909  3.38527  -2.25747
H  -1.72157  4.23986  -2.41348
H  -2.95055  3.42252  -2.77627
O  -1.96473  -2.46957  4.57276
H  -1.62172  -2.12309  3.74133
H  -2.89318  -2.64937  4.38666

## Properties
* frontier orbital gap: 10.043 eV
* relative energy (zero: lowest compared OMol25 entry of this formula, charge and spin): 104.2 kcal per mole
* charge: 0
* E_LUMO: -0.0110 Ha
* structure (SMILES): O.O.O.O.O.O.O.O.O.O

Charges obtained by Löwdin population analysis, quoted in units of e:
1. O -0.0467
2. H 0.0557
3. H 0.0261
4. O -0.0569
5. H 0.0301
6. H 0.0271
7. O -0.0477
8. H 0.0357
9. H 0.0150
10. O -0.0564
11. H 0.0334
12. H 0.0275
13. O -0.0486
14. H 0.0076
15. H 0.0078
16. O -0.0406
17. H 0.0626
18. H 0.0604
19. O -0.0814
20. H -0.0021
21. H 0.0243
22. O -0.0581
23. H -0.0079
24. H 0.0307
25. O -0.0561
26. H 0.0275
27. H 0.0313
28. O -0.0617
29. H 0.0261
30. H 0.0352



A molecular structure, C28H31N4PbS in a non-equilibrium geometry. Source: the OMol25 dataset; level of theory: wB97M-V/def2-TZVPD.

Element x y z (Å)
Pb  -0.28406  0.90248  0.23457
C  2.34105  -2.36240  0.83798
C  1.90687  -2.28217  2.30080
C  0.96321  -1.10751  2.60208
N  -0.11286  -0.99746  1.64635
C  -1.05090  -1.91380  1.57148
C  -1.19389  -2.92925  2.55363
C  -1.98504  -4.05231  2.62067
C  -2.77799  -4.62534  1.63207
C  -3.04657  -4.08690  0.38210
C  -2.73711  -2.83594  -0.10281
C  -2.01419  -1.75358  0.46209
N  -2.12792  -0.53219  -0.00996
C  -3.13850  -0.15744  -0.96829
C  -2.67830  -0.18630  -2.43137
C  -1.69704  0.95099  -2.75886
N  -0.40106  0.67105  -2.19943
C  0.65190  0.30912  -2.88838
C  0.58502  0.10203  -4.29760
C  1.52815  -0.12059  -5.27004
C  2.90412  -0.26032  -5.14678
C  3.61779  -0.27786  -3.95823
C  3.16967  -0.12637  -2.66513
C  1.88957  0.10680  -2.08998
N  1.74557  0.15935  -0.78308
C  2.86541  0.08817  0.12838
C  3.38510  -1.33462  0.40104
H  1.46372  -2.28092  0.19469
H  2.77670  -3.35156  0.67809
H  2.78174  -2.20101  2.94756
H  1.40573  -3.21944  2.55084
H  1.51788  -0.17240  2.58477
H  0.57306  -1.21452  3.62042
H  -0.60460  -2.76090  3.44365
H  -1.92971  -4.60266  3.55355
H  -3.22588  -5.58371  1.85416
H  -3.62787  -4.70950  -0.28647
H  -3.14204  -2.63277  -1.08458
H  -3.43390  0.86835  -0.72714
H  -4.02605  -0.78905  -0.86070
H  -3.56313  -0.07570  -3.06359
H  -2.20361  -1.14377  -2.66435
H  -2.06506  1.87439  -2.29976
H  -1.69254  1.11636  -3.84115
H  -0.42008  0.13991  -4.69503
H  1.14357  -0.18579  -6.28167
H  3.46522  -0.39624  -6.06089
H  4.68549  -0.44485  -4.05370
H  3.96229  -0.21085  -1.93801
H  2.52910  0.52482  1.06683
H  3.70606  0.69798  -0.22705
H  4.15304  -1.24846  1.16987
H  3.85667  -1.71673  -0.50611
S  -0.21358  2.20137  2.92758
C  -0.59170  3.89380  2.80160
C  0.40593  4.80898  2.45362
C  0.11651  6.15508  2.41579
C  -1.16751  6.60412  2.69889
C  -2.16401  5.69771  3.03623
C  -1.88222  4.34790  3.09560
H  1.39816  4.44981  2.22270
H  0.89350  6.86421  2.17518
H  -1.38862  7.66037  2.66296
H  -3.15700  6.05507  3.26326
H  -2.64325  3.63296  3.36901

## Properties
* frontier orbital gap (alpha / beta): 3.464 / 3.493 eV
* charge: +1
* E_LUMO (alpha / beta): -0.2307 / -0.2300 Ha

Charges obtained by Löwdin population analysis, quoted in units of e:
1. Pb 1.3859
2. C -0.1936
3. C -0.1659
4. C -0.2634
5. N -0.1120
6. C -0.2286
7. C -0.0098
8. C -0.0618
9. C -0.0849
10. C -0.0681
11. C -0.0096
12. C -0.2253
13. N -0.1032
14. C -0.2423
15. C -0.1557
16. C -0.2412
17. N -0.0875
18. C -0.2114
19. C 0.0049
20. C -0.0639
21. C -0.0736
22. C -0.0592
23. C 0.0039
24. C -0.2127
25. N -0.1016
26. C -0.2447
27. C -0.1649
28. H 0.1016
29. H 0.1166
30. H 0.1198
31. H 0.1029
32. H 0.0606
33. H 0.1174
34. H 0.0991
35. H 0.1146
36. H 0.1034
37. H 0.1130
38. H 0.0975
39. H 0.1141
40. H 0.1200
41. H 0.1208
42. H 0.1185
43. H 0.1131
44. H 0.1056
45. H 0.0944
46. H 0.1154
47. H 0.1072
48. H 0.1160
49. H 0.0865
50. H 0.0770
51. H 0.1210
52. H 0.1204
53. H 0.1026
54. S 0.7193
55. C -0.7007
56. C -0.1049
57. C -0.0610
58. C -0.0412
59. C -0.0595
60. C -0.0988
61. H 0.1068
62. H 0.1137
63. H 0.1158
64. H 0.1139
65. H 0.1071



C19H22N2O4 in the gas phase in a non-equilibrium geometry. Source: the OMol25 dataset; level of theory: wB97M-V/def2-TZVPD.

Element x y z (Å)
C  6.61364  -1.77237  1.60434
O  6.20096  -1.12255  0.42747
C  4.92023  -0.64084  0.35212
C  3.98239  -0.81367  1.36568
C  2.69139  -0.33743  1.25322
C  2.29354  0.33186  0.10368
C  0.91060  0.83685  -0.02950
N  0.35029  0.81183  -1.26671
N  0.37301  1.16627  1.08410
O  -0.96547  1.58051  1.20316
C  -1.56995  2.45959  0.42222
O  -1.10126  2.98113  -0.56638
C  -2.96668  2.73034  0.94195
C  -3.81507  1.45587  0.93745
C  -3.96654  0.87737  -0.47448
C  -4.81586  -0.36067  -0.44272
C  -6.19151  -0.28312  -0.61543
C  -6.97639  -1.42059  -0.54783
C  -6.39382  -2.65213  -0.30298
C  -5.02343  -2.73953  -0.12645
C  -4.24116  -1.60071  -0.19477
C  3.22713  0.52595  -0.90576
C  4.53330  0.05868  -0.80741
O  5.29671  0.33804  -1.90119
C  6.69116  0.12724  -1.90121
H  6.53895  -1.11524  2.47636
H  6.03913  -2.68656  1.78405
H  7.65830  -2.03237  1.43847
H  4.25992  -1.33915  2.26487
H  1.98141  -0.48166  2.04957
H  0.96388  0.58767  -2.03329
H  -0.36029  1.50750  -1.46721
H  -3.41429  3.49511  0.30586
H  -2.88594  3.11153  1.96087
H  -4.80384  1.68339  1.34123
H  -3.34810  0.71169  1.58455
H  -2.97841  0.63479  -0.87173
H  -4.42025  1.62824  -1.12491
H  -6.65073  0.67621  -0.80894
H  -8.04517  -1.34600  -0.68751
H  -7.00548  -3.54088  -0.25131
H  -4.56291  -3.69812  0.06409
H  -3.17130  -1.67248  -0.05783
H  2.98985  1.08060  -1.80142
H  7.03759  0.53636  -2.85033
H  6.94173  -0.93391  -1.84889
H  7.17869  0.65535  -1.07911

## Properties
* frontier orbital gap: 8.917 eV
* relative energy (zero: lowest compared OMol25 entry of this formula, charge and spin): 87.1 kcal per mole
* charge: 0
* E_LUMO: 0.0275 Ha
* structure (SMILES): COc1ccc(/C(N)=N/OC(=O)CCCc2ccccc2)cc1OC

Charges obtained by Löwdin population analysis, quoted in units of e:
1. C -0.0791
2. O -0.1132
3. C -0.1878
4. C -0.0067
5. C -0.0239
6. C -0.1612
7. C -0.3509
8. N 0.1749
9. N 0.1289
10. O 0.0172
11. C -0.5074
12. O 0.0804
13. C -0.0915
14. C -0.1765
15. C -0.1525
16. C -0.2419
17. C -0.0474
18. C -0.0887
19. C -0.0991
20. C -0.0864
21. C -0.0425
22. C 0.0493
23. C -0.1879
24. O -0.0677
25. C -0.0740
26. H 0.0986
27. H 0.0973
28. H 0.0959
29. H 0.1037
30. H 0.1108
31. H 0.0924
32. H 0.0747
33. H 0.1257
34. H 0.1261
35. H 0.1201
36. H 0.1186
37. H 0.1128
38. H 0.1238
39. H 0.1115
40. H 0.1004
41. H 0.0986
42. H 0.1009
43. H 0.1149
44. H 0.1262
45. H 0.0936
46. H 0.0920
47. H 0.0972



2 unconnected molecules or ions with the total composition H2N2O3 in a non-equilibrium geometry. Source: the OMol25 dataset; level of theory: wB97M-V/def2-TZVPD.

Element x y z (Å)
N  -0.62143  0.08484  0.35775
N  0.02449  -0.54179  -0.64619
O  -0.65706  -1.39592  0.09601
O  -1.75893  0.75487  -0.05138
O  2.15898  -0.14814  0.18190
H  -2.04012  1.46207  0.56916
H  2.89407  -0.21593  -0.50725

## Properties
* frontier orbital gap (alpha / beta): 7.324 / 7.326 eV
* relative energy (zero: lowest compared OMol25 entry of this formula, charge and spin): 119.8 kcal per mole
* charge: 0
* E_LUMO (alpha / beta): -0.0882 / -0.0882 Ha

Charges obtained by Löwdin population analysis, quoted in units of e:
1. N -0.0854
2. N 0.1004
3. O 0.0644
4. O 0.0247
5. O -0.2368
6. H 0.1366
7. H -0.0039



A molecular structure, CH2Br2CrF5N2O6Te. Source: the OMol25 dataset; level of theory: wB97M-V/def2-TZVPD.

Element x y z (Å)
Cr  0.29875  0.34938  -0.24923
Br  -1.26531  -1.92396  -0.85160
C  -2.85054  -0.82734  -0.69712
Br  -2.42427  0.91010  0.02929
H  -3.53209  -1.32282  -0.01891
H  -3.26242  -0.68940  -1.68751
O  1.62909  3.73947  0.95812
N  1.44449  2.58924  1.03082
O  0.77232  2.11440  -0.08392
F  2.01668  -1.68429  3.18922
Te  1.26818  0.00701  3.05362
F  2.22928  0.53806  4.53464
F  0.33636  1.59356  3.30318
F  -0.04522  -0.71544  4.14535
F  2.80348  0.42386  2.09294
O  0.35470  -0.33678  1.48828
O  1.78122  -0.20361  -1.40166
N  1.25023  0.32749  -2.46529
O  1.78992  0.34813  -3.51294
O  0.08791  0.79614  -2.22999

## Properties
* frontier orbital gap (alpha / beta): 8.448 / 8.972 eV
* relative energy (zero: lowest compared OMol25 entry of this formula, charge and spin): 10.5 kcal per mole
* spin multiplicity: 4
* charge: 0
* E_LUMO (alpha / beta): -0.0587 / -0.0439 Ha

Charges obtained by Löwdin population analysis, quoted in units of e:
1. Cr 0.6781
2. Br 0.7973
3. C -0.9119
4. Br 0.8098
5. H 0.0180
6. H 0.0205
7. O 0.0758
8. N -0.1544
9. O -0.2921
10. F -0.3468
11. Te 1.8259
12. F -0.3316
13. F -0.3499
14. F -0.3474
15. F -0.3481
16. O -0.6692
17. O -0.0749
18. N -0.4918
19. O 0.1927
20. O -0.1002